(1)
Density functional theory data (ωB97M-V with the def2-TZVPD basis set) for a 2-piece molecular cluster, C6H16O overall at a distorted geometry.

Structure (ORCA input):
```
! RIJCOSX wB97M-V def2-TZVPD def2/J DEFGRID3
* xyz 0 1
C -1.67 0.09 1.52
C -1.40 -1.27 0.84
C -0.66 -1.10 -0.59
C 0.35 0.08 -0.74
C 1.77 0.23 0.06
C 2.68 -1.06 0.10
H -2.65 0.56 1.37
H -1.46 0.30 2.72
H -0.92 0.82 1.36
H -0.66 -1.81 1.44
H -2.25 -1.83 0.64
H -0.20 -2.05 -0.84
H -1.38 -0.78 -1.45
H -0.26 1.06 -0.59
H 0.82 0.01 -1.75
H 2.50 1.05 -0.50
H 1.59 0.61 1.09
H 3.08 -1.55 -0.83
H 2.22 -1.79 0.77
H 3.60 -0.84 0.76
O -1.36 2.77 -1.89
H -2.37 2.71 -1.61
H -1.37 3.78 -1.88
*
```

Output
Energy above the lowest of the compared OMol25 structures with the same formula, charge and spin   60.17 kcal/mol
Molar mass   104.193 g/mol
LUMO level   0.60 eV
HOMO-LUMO gap   10.58 eV
Structure (SMILES)   CCCCCC.O
HOMO   -9.980 eV

---

(2)
Density functional theory data (ωB97M-V with the def2-TZVPD basis set) for a 2-piece molecular cluster, C6H16O2 overall.

Structure (ORCA input):
```
! RIJCOSX wB97M-V def2-TZVPD def2/J DEFGRID3
* xyz 0 1
C -0.82 0.47 2.28
C -0.83 1.68 1.36
C -2.17 2.39 1.36
O -0.59 1.30 0.00
H -1.60 -0.24 1.97
H -1.01 0.78 3.32
H 0.16 -0.04 2.24
H -0.05 2.40 1.68
H -2.42 2.75 2.38
H -2.16 3.25 0.67
H -2.97 1.69 1.04
H 0.26 0.82 -0.03
C 1.08 -0.94 -2.69
C 1.62 -1.52 -1.40
C 0.57 -2.31 -0.64
O 2.05 -0.49 -0.51
H 0.22 -0.28 -2.48
H 0.74 -1.74 -3.37
H 1.85 -0.35 -3.21
H 2.47 -2.19 -1.63
H 0.20 -3.15 -1.25
H 0.98 -2.70 0.30
H -0.29 -1.65 -0.40
H 2.72 0.06 -0.98
*
```

Output
Energy above the lowest of the compared OMol25 structures with the same formula, charge and spin   0.00 kcal/mol
Molar mass   120.192 g/mol
LUMO level   0.82 eV
HOMO-LUMO gap   10.75 eV
Structure (SMILES)   CC(C)O.CC(C)O
HOMO   -9.932 eV

---

(3)
Density functional theory data (ωB97M-V with the def2-TZVPD basis set) for a 3-piece molecular cluster, C6H16O2 overall at a distorted geometry.

Structure (ORCA input):
```
! RIJCOSX wB97M-V def2-TZVPD def2/J DEFGRID3
* xyz 1 2
C -0.16 -1.47 -1.95
C -1.58 -1.07 -1.36
C -1.66 -1.50 0.12
C -1.07 -0.55 1.03
C -0.12 -0.95 2.00
C 0.72 -0.01 2.74
H 0.48 -1.49 -1.08
H 0.08 -0.78 -2.75
H -0.30 -2.48 -2.32
H -2.34 -1.58 -1.93
H -1.67 -0.01 -1.38
H -1.50 -2.54 0.36
H -2.76 -1.46 0.37
H -1.24 0.52 0.96
H 0.06 -2.02 2.12
H 1.33 -0.45 3.52
H 0.15 0.87 3.01
H 1.49 0.27 1.99
H -0.67 3.15 2.96
H -1.60 3.19 1.69
O -1.52 3.43 2.62
H 5.08 2.88 -3.99
H 4.17 1.70 -4.09
O 4.61 2.35 -4.65
*
```

Output
Energy above the lowest of the compared OMol25 structures with the same formula, charge and spin   20.54 kcal/mol
Molar mass   120.192 g/mol
LUMO level (alpha / beta)   -4.75 / -8.30 eV
HOMO-LUMO gap (alpha / beta)   8.65 / 5.10 eV
HOMO (alpha / beta)   -13.399 / -13.399 eV

---

(4)
Density functional theory data (ωB97M-V with the def2-TZVPD basis set) for a 2-piece molecular cluster, C6H16OP overall at a distorted geometry.

Structure (ORCA input):
```
! RIJCOSX wB97M-V def2-TZVPD def2/J DEFGRID3
* xyz 1 3
C -2.95 0.61 -0.08
C 1.70 1.68 0.49
C 2.47 -0.71 1.21
C 0.28 -2.03 -0.80
C -3.91 0.77 -1.00
C 1.34 0.24 0.74
O -0.53 0.51 -1.26
P 0.73 -0.30 -0.83
H 1.69 0.05 -1.71
H -2.13 1.26 -0.07
H -2.95 -0.35 0.52
H 1.39 2.41 1.45
H 1.20 2.10 -0.37
H 2.86 1.93 0.39
H 3.26 -0.89 0.40
H 2.21 -1.77 1.56
H 2.99 -0.26 2.11
H 0.56 -2.77 -1.59
H -0.81 -2.02 -0.70
H 0.67 -2.42 0.18
H -4.85 0.08 -1.00
H -4.09 1.58 -1.66
H 0.49 0.15 1.44
H -1.17 0.17 -1.85
*
```

Output
Molar mass   135.167 g/mol
LUMO level (alpha / beta)   -2.96 / -5.46 eV
HOMO-LUMO gap (alpha / beta)   5.77 / 9.50 eV
HOMO (alpha / beta)   -8.727 / -14.961 eV